1.
DFT (wB97M-V/def2-TZVPD) results for a 2-piece molecular cluster, C2H7Cl2NSi overall in a non-equilibrium geometry.

Computed properties:
ΔE to the lowest compared entry with this formula, charge and spin ... 3.058 eV
Kohn-Sham gap ... 9.50 eV
Energy ... -36600.6372 eV
Largest force on an atom ... 4.48 eV/Å

```
! RIJCOSX wB97M-V def2-TZVPD def2/J DEFGRID3
* xyz 0 1
C -0.49275 -1.13262 -1.50921
C -0.79878 -0.96164 -0.03606
N 0.92704 -0.04813 1.06279
Si 0.52037 1.60613 1.23421
Cl 1.69023 2.23739 2.68275
Cl 1.25459 2.80100 -0.43810
H -1.00805 -0.39762 -2.09648
H 0.57543 -1.05736 -1.64121
H -0.96481 -2.08331 -1.83709
H -1.64994 -0.35007 0.35530
H -0.78364 -1.87079 0.53596
H 1.62315 -0.46790 0.50268
H -0.89283 1.72491 1.18446
*
```

Atom charges from the Löwdin analysis, given in e for atoms 1 to 6: C -0.129; C -0.030; N -0.148; Si -0.371; Cl 0.339; Cl 0.088


2.
DFT (wB97M-V/def2-TZVPD) results for C2H7ClNO2P as an isolated structure in a non-equilibrium geometry.

Computed properties:
ΔE to the lowest compared entry with this formula, charge and spin ... 2.080 eV
Kohn-Sham gap ... 9.22 eV
Energy ... -29583.5865 eV
Largest force on an atom ... 6.72 eV/Å

```
! RIJCOSX wB97M-V def2-TZVPD def2/J DEFGRID3
* xyz 0 1
C -1.20494 -0.97251 -0.80047
C -0.99871 0.40154 -0.08280
N 2.95190 1.34741 0.69880
O 2.02275 0.14150 -1.54548
O 0.03617 0.53264 0.71048
P 2.07147 0.18280 -0.09017
Cl 2.65380 -1.50051 0.68019
H -2.11223 -1.50585 -0.73071
H -1.16596 -0.85410 -1.83566
H -0.37084 -1.63246 -0.58106
H -1.91554 0.30071 0.55199
H -1.09957 1.24770 -0.74132
H 3.12120 1.28900 1.72623
H 2.54772 2.32265 0.45697
*
```

Atom charges from the Löwdin analysis, given in e for atoms 1 to 6: C -0.075; C -0.451; N -0.131; O -0.335; O -0.264; P 0.247